# 1
Computed, not measured: 2 unconnected molecules or ions with the total composition C15H31F3O5P, with the ωB97M-V functional and the def2-TZVPD basis.

Geometry as XYZ:
```
55
Properties=species:S:1:pos:R:3:forces:R:3
C -3.46591 0.70844 0.07926 0.56 0.54 0.50
C -2.64616 2.00616 0.23182 -0.61 -1.13 -0.11
C -1.93985 2.01434 1.58773 -0.21 1.04 -0.27
C -0.54196 2.62973 1.60852 0.05 -0.39 0.15
C 0.39334 2.21482 0.47318 -0.51 0.14 0.29
C 0.39794 0.73482 0.11642 1.22 0.19 -0.07
C 1.34260 -0.11813 0.98797 -1.03 -0.54 -0.20
C 0.60388 -0.92138 2.08480 0.96 0.16 0.13
C 1.32329 -0.94379 3.43582 -0.96 0.37 -0.05
C 1.48139 0.44002 3.96562 0.57 -0.40 0.07
O 2.45694 0.46685 5.03683 -0.09 0.50 -0.02
C 2.88816 1.76990 5.33988 -0.37 -0.42 0.08
C 0.53199 -1.73967 4.39409 0.83 0.09 -0.38
F 1.20601 -2.82925 4.90509 0.00 -0.43 0.31
F 0.11460 -1.07638 5.51395 -0.14 0.04 0.38
F -0.61392 -2.29809 3.89421 -0.40 -0.30 -0.13
H -3.85531 0.57748 -0.92088 -0.26 -0.06 -0.21
H -4.25056 0.69962 0.82603 -0.46 -0.05 0.00
H -2.81415 -0.11238 0.33790 0.17 -0.50 -0.18
H -1.96127 2.03025 -0.60499 0.32 0.27 -0.12
H -3.35554 2.81924 0.13808 0.10 0.54 -0.09
H -1.95191 1.03506 2.03272 0.24 -0.57 -0.01
H -2.54920 2.62518 2.24799 -0.18 0.05 0.35
H -0.08789 2.34586 2.54950 0.14 -0.06 0.35
H -0.63502 3.71207 1.64157 0.06 0.30 -0.13
H 0.15686 2.82079 -0.39517 -0.12 0.07 -0.38
H 1.40282 2.49526 0.75659 0.30 0.11 0.02
H 0.76908 0.66567 -0.89949 -0.03 -0.02 -0.37
H -0.58316 0.29010 0.09392 -0.45 -0.09 0.07
H 2.15571 0.47310 1.38396 0.17 0.22 0.13
H 1.78217 -0.84376 0.31509 0.37 -0.22 -0.11
H 0.55247 -1.94427 1.73298 -0.30 -0.29 -0.14
H -0.43764 -0.57198 2.13467 -0.21 0.19 0.04
H 1.85149 1.10269 3.18543 0.01 0.13 -0.26
H 0.53959 0.87900 4.34245 -0.01 0.27 0.29
H 2.22440 2.53425 4.94295 -0.26 0.17 -0.21
H 3.88490 1.96065 4.94114 0.27 0.02 -0.01
H 2.87701 1.89686 6.41834 0.28 0.06 0.31
C -2.36325 -2.32440 -4.12823 -0.15 -0.03 0.06
O -1.02729 -2.78699 -4.37155 0.13 -0.10 -0.23
P 0.13875 -1.76665 -4.04428 0.08 -0.07 0.03
O 0.10985 -1.15636 -2.72605 0.01 0.35 0.03
O 0.09191 -0.68663 -5.22362 -0.12 0.04 0.13
C -0.24170 -1.09272 -6.55109 0.03 0.03 -0.08
O 1.39747 -2.66599 -4.37412 -0.21 -0.19 -0.14
C 2.68773 -2.07381 -4.16843 0.20 0.06 0.00
H -3.00522 -2.75243 -4.89541 0.06 -0.05 -0.01
H -2.68911 -2.66214 -3.14702 0.03 0.05 0.03
H -2.42731 -1.23652 -4.17591 0.02 0.00 0.04
H -1.29099 -0.86380 -6.74054 0.00 -0.04 -0.01
H -0.06989 -2.15681 -6.70963 0.02 -0.01 0.03
H 0.37536 -0.52470 -7.24426 0.02 0.04 0.05
H 2.61270 -1.08713 -3.71248 -0.04 -0.02 0.05
H 3.19067 -1.99069 -5.13127 -0.04 -0.02 -0.01
H 3.26315 -2.72135 -3.51208 -0.05 -0.03 0.02
```
Positions in Å, forces in eV/Å.

Properties
- Net charge: -1
- HOMO level: -2.0 eV
- LUMO energy: 2.11 eV
- Relative energy (zero: lowest compared OMol25 entry of this formula, charge and spin): 11.1 kcal/mol

Table of Mulliken atomic charges, one value per atom, all in e: -1.385 -0.428 -0.773 -0.443 -1.249 0.532 -1.227 -0.379 -1.019 -0.368 -0.205 -0.848 0.862 -0.319 -0.339 -0.328 0.341 0.376 0.332 0.237 0.477 0.294 0.575 -0.104 0.505 0.395 0.565 0.202 -0.088 0.553 0.299 0.433 0.108 0.509 0.093 0.340 0.226 0.273 -0.697 -0.340 0.659 -0.175 -0.282 -0.707 -0.353 -0.670 0.260 0.267 0.328 0.249 0.350 0.267 0.312 0.250 0.255

# 2
Computed, not measured: a molecular structure, C21H56N5O8Ti2, with the ωB97M-V functional and the def2-TZVPD basis.

Geometry as XYZ:
```
92
Properties=species:S:1:pos:R:3:forces:R:3
Ti 9.71938 -14.45695 14.50700 -0.14 0.81 -0.93
Ti 13.44567 -14.56711 13.35994 -0.61 1.07 -0.25
O 11.40804 -11.33362 12.43990 -0.23 -0.27 -0.45
C 10.82599 -12.40281 13.01246 2.65 -0.55 -1.14
O 10.00194 -12.11331 13.82714 -4.41 0.14 3.66
O 11.24490 -13.53816 12.84404 1.29 -3.41 -0.92
H 10.87366 -10.84131 13.06732 0.19 2.89 -0.22
C 13.84196 -11.76469 9.89587 0.60 -0.68 0.78
C 14.01360 -12.82980 11.01228 0.90 -0.15 -2.20
C 15.23899 -13.77207 10.82093 -0.53 -1.17 -1.13
O 14.93047 -14.80881 9.80102 -0.07 1.51 0.67
C 16.05058 -15.46883 9.21256 0.32 0.34 0.80
N 14.07234 -12.15523 12.26768 -0.13 -0.91 2.02
H 13.86593 -12.19142 8.89317 -0.38 0.19 0.04
H 14.66781 -11.06341 10.01535 0.20 0.06 -0.23
H 12.94521 -11.21022 10.17244 -0.13 -0.07 -0.64
H 13.15523 -13.50000 10.96610 -0.36 -0.01 0.23
H 15.48540 -14.34050 11.71775 -0.22 -0.14 0.73
H 16.16307 -13.21934 10.65156 0.04 0.15 -0.64
H 15.76054 -16.39533 8.71701 -0.48 0.31 -0.04
H 16.74141 -15.76847 10.00064 0.27 -0.01 0.09
H 16.57849 -14.81690 8.51657 -0.02 0.03 -0.11
H 14.77312 -11.43049 12.32877 0.47 -0.22 -0.17
H 13.20217 -11.67301 12.44194 -0.09 -0.01 -0.07
C 11.33024 -9.84816 5.77050 0.49 -1.01 0.10
C 9.99092 -10.61259 5.80843 1.56 -0.05 1.47
C 9.50519 -10.86088 7.23636 0.67 0.30 1.17
O 10.55638 -11.44472 8.04729 -0.12 -0.71 -1.21
C 10.28410 -11.64103 9.40992 -0.20 0.62 -0.16
N 9.04251 -9.81752 5.13108 -1.87 0.38 -0.99
H 11.28138 -8.96269 6.40427 -0.13 0.13 -0.11
H 11.53330 -9.57465 4.73511 -0.07 0.25 0.01
H 12.20378 -10.41866 6.08602 -0.09 -0.18 0.23
H 10.04484 -11.61671 5.38776 0.27 0.13 -0.54
H 8.59047 -11.45361 7.24382 0.03 -0.33 -0.01
H 9.25697 -9.91364 7.71514 -0.17 0.46 -0.04
H 11.02734 -12.28220 9.88383 0.18 -0.08 -0.44
H 9.30783 -12.08398 9.60690 -0.35 0.05 -0.10
H 10.36270 -10.66620 9.89119 -0.28 0.14 0.46
H 9.37377 -9.58886 4.20476 -0.08 -0.20 -0.21
H 8.90391 -8.91682 5.56657 0.03 0.05 0.36
C 6.59473 -17.52011 15.22982 0.09 0.08 -1.05
C 7.62577 -16.50908 14.69738 -0.41 -0.04 -0.41
C 7.49151 -16.12291 13.18536 -1.09 -0.53 1.00
O 8.55091 -15.30558 12.70996 0.08 -0.77 -0.08
C 8.33890 -14.97833 11.29894 0.24 0.97 0.97
N 7.64700 -15.32268 15.54972 0.40 0.72 0.07
H 6.89832 -17.79067 16.24112 -0.02 -0.42 -0.19
H 6.55853 -18.34883 14.52271 0.19 -0.48 0.47
H 5.55849 -17.18570 15.27966 0.08 0.59 -0.05
H 8.59259 -16.99309 14.83551 0.33 -0.13 -0.24
H 6.55750 -15.60694 12.96287 -0.30 0.32 0.46
H 7.36241 -17.05701 12.63865 0.67 -0.17 -0.28
H 9.23170 -14.41545 11.02659 -0.09 -0.28 -0.31
H 7.48163 -14.30577 11.26965 -0.07 0.01 -0.23
H 8.13770 -15.84118 10.66402 0.33 -0.17 0.29
H 6.69665 -14.98585 15.60859 -0.28 0.90 -0.67
H 7.72721 -15.60388 16.51647 0.73 -0.35 0.35
C 7.84674 -9.55474 16.39899 -0.05 1.05 -1.43
C 7.61775 -8.65234 15.15658 -0.47 0.60 0.74
C 8.69463 -8.92985 14.12036 0.04 0.62 -0.69
O 8.54819 -8.04149 13.01645 -1.01 -0.91 -0.69
C 9.64204 -8.11475 12.08944 -0.79 1.50 1.44
N 6.24833 -8.84009 14.64160 0.38 -0.42 -0.23
H 7.78788 -10.57074 16.00864 0.39 -0.21 0.54
H 7.09418 -9.41055 17.17422 0.07 0.08 -0.08
H 8.82822 -9.22346 16.73819 0.05 -0.71 0.46
H 7.67027 -7.59677 15.42324 0.60 0.14 0.32
H 8.65215 -9.98439 13.84787 -0.09 -0.14 -0.42
H 9.71923 -8.71551 14.42426 0.10 -0.25 1.14
H 9.87866 -9.12390 11.75221 -0.03 0.07 -0.13
H 10.42598 -7.61314 12.65683 0.96 -0.51 -0.30
H 9.39264 -7.39207 11.31249 -0.03 -0.55 -0.39
H 6.09339 -8.23435 13.84840 0.01 0.11 -0.16
H 5.59724 -8.55751 15.36017 -0.10 0.04 0.09
C 4.53321 -11.60995 12.60157 0.01 -0.90 -0.67
C 6.03487 -11.90148 12.67507 0.12 1.89 0.51
C 6.87540 -10.94060 11.80585 -1.07 -0.70 -1.83
O 6.48669 -11.27609 10.46886 -0.23 0.08 -1.47
C 6.40919 -10.23929 9.45341 0.14 0.15 2.15
N 6.42665 -11.72644 14.03963 0.91 -1.27 1.43
H 3.99183 -12.09121 13.41606 0.26 -0.09 0.15
H 4.12236 -12.03281 11.68478 -0.10 0.37 -0.15
H 4.31171 -10.54494 12.67086 0.21 0.04 -0.16
H 6.35928 -12.91109 12.42305 -0.61 -0.18 -0.44
H 7.94026 -11.15989 11.88389 0.31 0.04 0.39
H 6.70841 -9.87616 11.97075 -0.15 0.03 0.47
H 7.37600 -9.73990 9.39040 0.31 -0.31 -0.76
H 5.77257 -9.43319 9.81813 -0.49 0.01 0.04
H 5.97000 -10.62869 8.53494 0.51 -0.18 0.13
H 7.41864 -11.91376 14.07071 0.36 0.01 0.38
H 6.29904 -10.79640 14.41225 -0.38 0.41 -0.35
```
Positions in Å, forces in eV/Å.

Properties
- Net charge: +1
- HOMO level (alpha / beta): -8.5 / -10.6 eV
- LUMO energy (alpha / beta): -2.46 / -2.57 eV
- <S²>: 12.0021
- Spin multiplicity: 7
- Relative energy (zero: lowest compared OMol25 entry of this formula, charge and spin): 0.0 kcal/mol

Table of Mulliken atomic charges, one value per atom, all in e: 0.230 0.378 -0.747 1.349 -0.792 -0.319 0.160 -1.541 0.701 -0.743 -0.288 -0.768 -0.350 0.398 0.431 0.274 0.268 0.265 0.377 0.238 0.326 0.297 0.297 0.212 -1.315 0.402 -0.722 -0.341 -0.263 -0.709 0.284 0.431 0.253 0.296 0.371 0.255 -0.019 0.275 0.159 0.273 0.260 -1.527 0.097 -0.537 -0.017 -0.657 -0.502 0.422 0.400 0.381 0.258 0.459 0.401 0.098 0.236 0.382 0.261 0.259 -1.191 -0.449 0.456 -0.471 -0.539 -0.588 0.155 0.397 0.409 0.514 -0.574 0.701 -0.020 0.423 0.303 0.210 0.236 -1.761 1.491 0.262 -0.464 -0.729 -0.632 0.460 0.382 0.318 -0.694 -0.401 0.546 0.232 0.367 0.283 -0.044 0.453

# 3
Computed, not measured: a single C4H6N2OS molecule, with the ωB97M-V functional and the def2-TZVPD basis.

Geometry as XYZ:
```
14
Properties=species:S:1:pos:R:3:forces:R:3
C -1.22907 1.32971 0.00264 -0.49 0.54 -0.05
C -0.24997 0.43095 -0.00020 0.39 -0.07 0.02
N -0.38931 -0.95420 -0.00117 0.07 0.01 0.01
C -1.57233 -1.64082 -0.00218 0.25 -0.63 -0.03
O -2.67848 -1.16341 0.00438 -0.10 0.03 0.00
N 1.09571 0.90566 -0.00161 -0.25 -0.61 0.01
C 2.28910 0.30150 -0.00415 -0.07 -0.39 0.02
S 2.70638 -1.28865 0.00308 -0.10 0.05 -0.03
H -1.00221 2.40972 -0.01736 -0.11 -0.76 0.04
H -2.26039 0.99094 0.00525 0.32 0.25 0.00
H 0.47132 -1.50112 0.00021 -0.04 0.11 0.00
H -1.38867 -2.74747 -0.01420 -0.10 0.59 0.02
H 1.11897 1.89945 0.03285 0.09 0.63 -0.03
H 3.08896 1.02774 -0.00754 0.15 0.26 0.01
```
Positions in Å, forces in eV/Å.

Properties
- Net charge: 0
- HOMO level: -8.7 eV
- LUMO energy: 0.11 eV
- SMILES: C=C(NC=O)NC=S
- Relative energy (zero: lowest compared OMol25 entry of this formula, charge and spin): 36.2 kcal/mol

Table of Mulliken atomic charges, one value per atom, all in e: -1.168 0.667 0.098 0.054 -0.543 -0.099 -0.015 -0.415 0.263 0.366 -0.008 0.313 0.194 0.294

# 4
Computed, not measured: 2 unconnected molecules or ions with the total composition C3H6N2S, with the ωB97M-V functional and the def2-TZVPD basis.

Geometry as XYZ:
```
12
Properties=species:S:1:pos:R:3:forces:R:3
C -1.63932 -0.03073 0.59513 -2.33 6.32 4.43
C -0.55645 0.87747 0.80727 -0.33 -3.45 -3.29
C 0.68131 0.52068 0.06358 -1.10 1.31 3.70
H -1.32989 -1.10491 -0.93405 0.04 -0.96 1.31
H -2.84746 -1.50194 -0.29526 1.93 1.35 1.56
H -2.63280 0.30565 1.09043 1.83 -0.28 -0.11
H -0.51294 1.82577 1.32413 -0.88 -0.34 0.29
H 2.84260 0.52320 0.89552 -4.16 2.71 -2.26
H 1.80836 1.78049 1.58915 -1.77 -1.52 -3.48
N -1.86574 -1.13770 -0.02404 -0.90 -3.23 -5.28
N 1.73145 1.30246 0.55044 6.51 -1.78 3.99
S 0.79368 -0.69913 -1.00941 1.17 -0.12 -0.86
```
Positions in Å, forces in eV/Å.

Properties
- Net charge: 0
- HOMO level: -8.3 eV
- LUMO energy: 0.08 eV
- Relative energy (zero: lowest compared OMol25 entry of this formula, charge and spin): 92.5 kcal/mol

Table of Mulliken atomic charges, one value per atom, all in e: 0.066 -0.630 0.530 0.150 0.310 0.212 0.274 0.320 0.314 -0.425 -0.678 -0.444

# 5
Computed, not measured: a molecular structure, C16H18BrCrNO6PSTe, with the ωB97M-V functional and the def2-TZVPD basis.

Geometry as XYZ:
```
46
Properties=species:S:1:pos:R:3:forces:R:3
Cr -0.63190 0.32128 -1.54255 -0.08 0.70 0.05
O -1.35019 0.60364 0.37215 0.24 -0.64 -0.31
N -1.72435 -0.53401 0.97839 0.10 0.55 -0.25
C -1.12720 -0.83749 2.12155 1.57 1.14 1.75
C -1.52736 -1.87525 2.91540 -0.67 -0.48 -0.16
C -2.64216 -2.65118 2.45777 1.87 0.01 1.27
C -3.12915 -2.39909 1.22039 -0.14 -0.81 -0.87
C -2.57027 -1.41288 0.38479 -0.60 0.66 -0.36
S -2.90204 -1.21567 -1.25755 -0.63 0.24 -0.35
H -0.27113 -0.15977 2.41377 -1.31 -0.91 -0.59
H -0.89732 -2.10235 3.77989 -0.60 -0.04 -0.20
H -2.93399 -3.53545 3.03262 -0.20 0.39 -0.20
H -3.80643 -3.09804 0.73576 -0.11 0.29 0.16
Br -1.41585 6.24496 3.48550 0.19 0.12 -0.01
C -0.52039 5.02518 2.30242 0.00 0.02 0.74
C 0.70361 4.50522 2.66051 0.73 -0.06 -0.38
C 1.27629 3.51454 1.85754 -2.16 0.15 -0.79
C 0.57777 3.03897 0.72263 -0.59 0.51 0.42
C -0.67169 3.65156 0.34313 1.77 -0.80 0.16
C -1.19302 4.62863 1.17922 -0.52 -0.11 -0.71
C -1.30506 3.44773 -1.06185 0.94 0.41 -0.68
O -2.04536 4.37432 -1.43077 0.10 -0.94 0.29
O -0.80583 2.51082 -1.78843 -0.81 -0.19 0.92
H 1.30406 4.87814 3.47919 -0.38 0.08 0.28
H 2.17448 3.08526 2.21336 0.92 -0.50 -0.08
H 0.99108 2.17705 0.18317 -0.33 0.58 -0.07
H -2.13292 5.09415 0.89973 0.12 -0.09 -0.02
C -0.62428 -4.41247 -2.84110 1.44 0.29 0.00
C -0.50719 -3.61238 -1.54689 1.00 -1.65 0.04
O 0.80127 -3.09604 -1.43600 0.66 1.16 0.45
P 0.91243 -1.55810 -0.73023 0.54 -0.05 -0.94
O 0.86846 -1.63197 0.76090 0.25 -0.45 0.35
Te 0.20421 0.12916 -4.22433 0.01 -0.05 0.17
O 2.51975 -1.38393 -1.17899 -0.48 -0.55 0.13
C 3.15766 -0.12334 -1.13246 -0.43 0.02 0.02
C 4.58841 -0.35755 -1.58508 -0.48 -0.01 0.84
H -1.63803 -4.74881 -2.97564 -0.38 -0.41 -0.09
H 0.13724 -5.24483 -2.89865 -0.93 0.68 0.17
H -0.38106 -3.70224 -3.64392 -0.12 -0.27 -0.01
H -0.70800 -4.23558 -0.66527 -0.09 -0.08 -0.03
H -1.21359 -2.83943 -1.56123 -1.02 1.03 -0.07
H 3.13153 0.30414 -0.09812 -0.08 -0.16 -0.68
H 2.65330 0.53101 -1.85455 -0.04 0.28 0.29
H 5.04999 -0.96423 -0.79223 0.36 0.26 -0.39
H 5.08527 0.59895 -1.75862 0.23 -0.14 0.13
H 4.53897 -0.93263 -2.49532 0.17 -0.16 -0.38
```
Positions in Å, forces in eV/Å.

Properties
- Net charge: -2
- HOMO level (alpha / beta): -1.3 / -1.4 eV
- LUMO energy (alpha / beta): 3.97 / 3.97 eV
- <S²>: 8.7786
- Spin multiplicity: 6

Table of Mulliken atomic charges, one value per atom, all in e: 0.755 -0.436 0.225 0.012 -0.647 -0.136 -0.792 0.411 -0.515 0.278 0.324 0.302 0.335 -0.286 0.100 -0.255 -0.789 -0.262 0.236 -0.289 0.358 -0.716 -0.662 0.356 0.439 0.365 0.466 -1.334 0.718 -0.470 0.648 -0.685 -0.566 -0.328 0.176 -1.411 0.369 0.283 0.264 0.255 -0.469 0.196 0.180 0.308 0.378 0.312

# 6
Computed, not measured: 2 unconnected molecules or ions with the total composition C3H9N2, with the ωB97M-V functional and the def2-TZVPD basis.

Geometry as XYZ:
```
14
Properties=species:S:1:pos:R:3:forces:R:3
N 1.24713 1.45485 1.42577 0.02 0.09 0.02
H 1.44953 2.30659 0.90848 -0.01 -0.03 -0.04
H 2.13642 1.16040 1.82015 0.00 -0.01 0.00
H 0.67444 1.74169 2.21559 -0.02 -0.04 -0.01
C -0.91967 -0.42426 -1.00971 -0.06 -0.01 0.09
C -1.42509 0.76283 -1.28424 0.13 0.08 0.10
C 0.51758 -1.74369 0.33276 -0.24 0.44 -0.39
N 0.10957 -0.59334 -0.04598 -0.17 -0.37 0.42
H -1.20922 -1.32996 -1.52225 0.04 -0.05 -0.04
H -1.15212 1.64892 -0.72452 0.06 0.02 -0.14
H -2.12110 0.85681 -2.09989 -0.23 0.08 0.04
H 1.43273 -1.79586 0.90431 -0.19 -0.14 0.42
H -0.05413 -2.61892 0.03827 0.41 -0.10 -0.17
H 0.52713 0.26605 0.46179 0.25 0.05 -0.31
```
Positions in Å, forces in eV/Å.

Properties
- Net charge: +1
- HOMO level: -14.7 eV
- LUMO energy: -4.88 eV
- Relative energy (zero: lowest compared OMol25 entry of this formula, charge and spin): 29.7 kcal/mol

Table of Mulliken atomic charges, one value per atom, all in e: -0.955 0.276 0.269 0.279 0.178 -0.726 -0.051 0.123 0.304 0.230 0.271 0.247 0.247 0.308

Number 1: calculated total energy -1607.3383 Ha. Number 2: calculated total energy -3407.8962 Ha. Number 3: calculated total energy -738.9470 Ha. Number 4: calculated total energy -625.4746 Ha. Number 5: calculated total energy -5752.8650 Ha. Number 6: calculated total energy -228.9394 Ha.